No. 1
{"formula": "C4H8N2", "method": "the ωB97M-V functional and the def2-TZVPD basis", "elements": ["C", "C", "C", "C", "N", "N", "H", "H", "H", "H", "H", "H", "H", "H"], "coordinates": [[0.648, 1.090, 0.286], [-0.833, -0.995, -0.331], [0.228, 0.643, -1.020], [-0.132, 0.079, 1.184], [0.311, 0.820, -2.218], [0.471, -0.750, 2.004], [-0.128, 0.169, -2.870], [1.479, -0.608, 2.024], [1.726, 0.940, 0.372], [0.398, 2.134, 0.489], [-1.099, 0.507, 1.460], [-1.485, -1.488, 0.389], [-0.050, -1.702, -0.613], [-1.535, -0.840, -1.156]], "gap_ha": [0.3051, 0.3052], "e_above_lowest_kcal_mol": 113.4, "total_charge": 0}


No. 2
{"formula": "C4H8N2", "method": "the ωB97M-V functional and the def2-TZVPD basis", "elements": ["C", "C", "N", "C", "C", "N", "H", "H", "H", "H", "H", "H", "H", "H"], "coordinates": [[-0.409, 1.522, 0.102], [-0.504, 0.077, 0.052], [-2.300, -0.570, 0.038], [-0.162, -1.099, -0.201], [1.793, -0.615, 0.002], [2.403, 0.475, 0.081], [-2.699, -0.715, -0.886], [-2.517, -1.364, 0.634], [3.425, 0.415, 0.115], [-0.177, -2.167, -0.218], [2.294, -1.597, -0.067], [-0.926, 1.894, 0.986], [-0.875, 1.960, -0.781], [0.655, 1.784, 0.143]], "gap_ha": 0.3053, "e_above_lowest_kcal_mol": 147.2, "total_charge": 0}


No. 3
{"formula": "C4H8N2", "method": "the ωB97M-V functional and the def2-TZVPD basis", "elements": ["H", "N", "C", "C", "C", "N", "C", "H", "H", "H", "H", "H", "H", "H"], "coordinates": [[-2.621, 0.499, 1.496], [-1.679, 0.210, 1.246], [-1.594, -0.647, 0.341], [-0.307, -1.545, 0.036], [0.646, -0.426, 0.112], [0.774, 0.329, -0.899], [1.549, 1.532, -0.784], [-2.450, -1.136, -0.137], [-0.153, -2.336, 0.775], [-0.394, -1.901, -0.993], [0.981, -0.150, 1.128], [0.871, 2.387, -0.874], [2.274, 1.562, -1.600], [2.105, 1.621, 0.153]], "gap_ha": 0.3822, "e_above_lowest_kcal_mol": 42.1, "total_charge": 0}